(1)
C4H5NO2 as an isolated structure in a non-equilibrium geometry, computed with the ωB97M-V functional and the def2-TZVPD basis.

Structure (XYZ):
```
12
Properties=species:S:1:pos:R:3
C 2.424 -1.095 0.252
O -0.402 -0.949 -0.795
C -0.680 0.465 -0.872
H -0.700 2.052 0.654
H 0.731 0.959 0.812
O -1.178 0.065 1.136
H -2.488 -0.930 -0.258
C -0.311 1.042 0.493
N 3.404 -0.670 0.691
C -1.532 -0.438 -0.120
H 1.475 -1.428 -0.143
H -0.744 0.927 -1.849
```

The frontier orbital gap is 11.58 eV. The value obtained for the energy relative to the best compared isomer or geometry (same formula, charge and spin) is 84.2 kcal/mol. The energy is -9810.66466 eV. The total charge is 0. Its spin multiplicity is 1.



(2)
One molecule with the formula C4H5NO2 in a non-equilibrium geometry, computed with the ωB97M-V functional and the def2-TZVPD basis.

Structure (XYZ):
```
12
Properties=species:S:1:pos:R:3
O 1.599 -1.029 -0.485
H 1.002 2.172 0.217
C 0.315 -1.312 0.297
H -1.083 2.046 0.205
N 1.804 0.345 -0.339
H 0.236 -0.720 1.303
H 0.430 -2.337 0.261
H -2.281 -0.064 -0.466
C 0.797 1.175 0.012
C -0.665 1.055 -0.331
C -1.342 -0.031 -0.333
O -0.813 -1.301 -0.340
```

The frontier orbital gap is 9.25 eV. The value obtained for the energy relative to the best compared isomer or geometry (same formula, charge and spin) is 139.0 kcal/mol. The energy is -9808.28871 eV. The SMILES is C1=COCON=C1. The total charge is 0. Its spin multiplicity is 1.



(3)
One molecule with the formula C4H5NO2 in a non-equilibrium geometry, computed with the ωB97M-V functional and the def2-TZVPD basis.

Structure (XYZ):
```
12
Properties=species:S:1:pos:R:3
N -1.633 -0.053 -0.477
C -0.296 -2.058 -0.409
H 0.940 1.623 -1.117
C 0.416 1.407 -0.192
C 0.822 2.029 1.074
H 1.735 2.657 1.003
C -0.640 0.625 -0.259
H -0.653 -2.934 0.127
O 0.191 1.907 2.100
O -1.499 -1.376 -0.744
H 0.385 -1.473 0.216
H 0.231 -2.353 -1.321
```

The frontier orbital gap is 9.79 eV. The value obtained for the energy relative to the best compared isomer or geometry (same formula, charge and spin) is 100.2 kcal/mol. The energy is -9809.96899 eV. The SMILES is CON=C=CC=O. The total charge is 0. Its spin multiplicity is 1.